(1)
{
  "formula": "C9H21ClI2NP2PdS",
  "method": "the ωB97M-V functional and the def2-TZVPD basis",
  "species": ["H", "H", "S", "I", "Cl", "H", "H", "C", "C", "C", "H", "H", "C", "N", "C", "Pd", "H", "C", "H", "C", "H", "C", "P", "H", "C", "P", "H", "H", "H", "H", "H", "H", "I", "H", "H", "H", "H", "H"],
  "xyz": [[1.32781, 3.31385, -1.02771], [-3.21170, 0.34553, -1.00600], [3.28447, -4.22228, 1.71151], [-1.62645, 3.67420, -0.69685], [0.43605, 0.57603, -0.27832], [-2.02128, -2.87929, 1.67855], [4.37194, 0.32450, -1.19114], [2.32178, -3.19542, 0.71434], [-3.34406, -0.61889, -0.49681], [1.55167, 0.81240, -3.02279], [2.76051, -3.84139, 4.11750], [2.36704, 1.10736, -3.70579], [-2.79344, 0.92663, 1.83238], [1.48450, -2.41064, 1.41869], [3.40249, -0.09063, -0.81891], [-0.28493, -1.34332, 0.83668], [-2.29748, -1.81455, 3.09179], [2.22845, 2.73729, -0.80926], [-3.70357, -2.28141, 2.03105], [1.65232, -2.51112, 2.78748], [2.40727, 2.78289, 0.28995], [2.56280, -3.49582, 3.13517], [-2.33141, -0.61697, 1.00818], [3.43557, -0.17268, 0.28074], [-2.63281, -2.05555, 2.08832], [2.16739, 1.06318, -1.37406], [2.38313, -3.19252, -0.37343], [-3.00202, -1.42249, -1.15901], [1.31261, -0.25806, -3.19678], [-2.74707, 1.75239, 1.10283], [1.06280, -1.89068, 3.45569], [3.26112, -1.10356, -1.25377], [-2.00010, 2.46836, -2.80163], [-4.39536, -0.77543, -0.19932], [-3.81749, 0.81283, 2.22630], [-2.09724, 1.13592, 2.64478], [0.63520, 1.40513, -3.23354], [3.11076, 3.17969, -1.31574]],
  "atomic_forces_ev_per_a": [[0.2, -0.3, -0.3], [-0.2, -0.3, 0.2], [-1.1, 1.2, 0.5], [0.7, 3.4, 5.4], [0.8, 0.7, -0.9], [-0.5, 0.0, 0.3], [-0.4, -0.5, 0.3], [-0.6, 0.2, 1.7], [-0.3, -0.5, 0.4], [0.4, -0.1, -0.9], [0.4, -0.2, 0.6], [-0.4, -0.1, -0.1], [-0.2, -0.2, 0.2], [1.1, -0.2, -1.0], [1.1, 0.1, -0.4], [1.2, -0.8, 0.5], [-0.2, -0.1, 0.2], [1.9, 0.8, 0.2], [0.2, -0.4, 0.4], [1.0, -1.8, -0.6], [0.0, -0.2, -0.7], [-0.7, 0.8, -1.5], [-0.2, 0.3, -0.2], [-0.1, 0.3, -0.4], [-0.7, 0.3, -0.7], [-2.6, -1.0, 1.4], [-0.2, -0.2, 0.4], [-0.3, 0.1, 0.1], [0.3, 0.6, 0.2], [-0.2, -0.3, 0.3], [0.2, -0.2, -0.1], [-0.1, 0.8, 0.1], [-1.3, -2.9, -5.6], [0.3, 0.2, -0.5], [0.3, 0.3, -0.1], [-0.1, 0.0, 0.1], [0.9, -0.2, 0.3], [-0.4, 0.3, 0.3]],
  "s2": 6.02,
  "total_energy_ha": -2673.4746,
  "charge": 3,
  "max_force_ev_per_a": 6.4,
  "multiplicity": 5
}



(2)
{
  "formula": "C7H11N",
  "method": "the ωB97M-V functional and the def2-TZVPD basis",
  "species": ["C", "H", "C", "H", "H", "H", "C", "C", "H", "H", "H", "C", "C", "H", "C", "H", "N", "H", "H"],
  "xyz": [[-1.49115, -1.07005, -0.45049], [0.23081, 2.39407, 1.58975], [-0.77328, 2.07849, 1.28794], [-2.78029, 0.24271, 0.50862], [0.16007, -3.00375, -1.51411], [1.81039, 1.60407, -0.17778], [0.36727, 0.06063, 0.08317], [-0.13202, -1.11206, -0.57945], [2.19431, 0.51164, 1.11733], [-1.30864, 1.93152, 2.22022], [-1.17888, 2.88886, 0.68907], [-0.69539, 0.78748, 0.54431], [1.80257, 0.54593, 0.09793], [2.49539, -0.02728, -0.51287], [0.71557, -2.08567, -1.32591], [1.05644, -1.67179, -2.27999], [-1.82957, 0.06951, 0.22057], [-2.26123, -1.76330, -0.74001], [1.61761, -2.38102, -0.77829]],
  "atomic_forces_ev_per_a": [[0.0, -0.3, 0.0], [-0.1, -0.1, -0.1], [0.8, -0.3, 0.1], [0.3, 0.3, 0.1], [0.0, 0.0, -0.2], [0.3, -0.2, -0.2], [0.7, 0.2, -0.8], [0.3, 0.5, 0.3], [0.1, -0.1, 0.1], [-0.4, 0.2, 0.1], [-0.3, 0.1, 0.0], [-0.6, -0.4, 0.1], [-0.5, 0.2, 0.8], [-0.2, 0.0, -0.2], [0.1, -0.3, 0.0], [-0.1, -0.1, 0.0], [-0.2, 0.1, 0.1], [0.0, -0.1, -0.2], [-0.2, 0.1, 0.1]],
  "total_energy_ha": -328.0821,
  "max_force_ev_per_a": 1.0
}



(3)
{
  "formula": "C21H20N4O2S",
  "method": "the ωB97M-V functional and the def2-TZVPD basis",
  "species": ["H", "C", "H", "O", "H", "C", "C", "H", "C", "C", "H", "N", "H", "C", "C", "S", "O", "C", "H", "H", "C", "H", "H", "H", "C", "C", "H", "C", "H", "C", "C", "C", "C", "H", "C", "N", "C", "N", "C", "H", "C", "H", "N", "H", "H", "C", "H", "H"],
  "xyz": [[-1.68821, 1.55206, -3.89962], [-1.25658, 1.98095, -0.05654], [-0.51966, 1.49723, -5.21996], [2.48886, -1.36919, -2.32951], [2.19554, 1.17622, -1.52046], [1.21738, 1.41944, -1.14024], [-0.69849, -2.98725, 0.05332], [-0.87357, -3.14454, 1.10225], [0.18246, 1.80328, -1.99426], [0.19910, 0.65336, 3.04946], [2.39774, 2.05882, -3.32777], [-0.49667, 1.39703, 2.14499], [-1.37115, 1.79999, 2.45103], [1.80075, 0.23233, -4.39556], [-0.23085, 1.54316, 0.77670], [-0.86516, -3.14193, -2.49646], [1.17499, -0.01936, 2.78537], [-1.39125, -3.61506, -0.93040], [-2.17922, -4.33641, -0.84164], [0.94793, -1.53188, 0.16911], [-1.32736, 0.82382, 6.97040], [-0.87220, -0.84436, -4.82935], [-1.12663, 2.74276, 4.38834], [1.82910, 0.96704, 0.84833], [-0.53330, -0.28593, -3.94796], [-0.68267, 1.23648, -4.17170], [0.35382, -1.24523, 4.90164], [-0.35729, 0.71522, 4.43434], [-0.54648, -1.16000, 7.24367], [0.31544, -2.06629, -1.81250], [-0.17311, -0.38003, 5.27654], [1.01640, 1.29002, 0.21968], [-1.00331, 1.83183, 4.96229], [-2.22506, 2.21869, 0.36240], [1.30541, -1.31506, -2.61441], [-1.47998, 1.88130, 6.19187], [-1.05204, 2.11082, -1.41215], [0.31746, 1.93270, -3.38496], [-0.66819, -0.32908, 6.56660], [1.65340, 2.34599, -4.89901], [1.61340, 1.71980, -4.00052], [-1.74559, 0.91413, 7.96414], [0.85358, -0.58655, -3.66739], [-1.14149, -0.58079, -3.09189], [1.62609, 0.08977, -5.46632], [0.28951, -2.11449, -0.44907], [2.80139, -0.12099, -4.14605], [-1.86455, 2.46490, -2.02737]],
  "atomic_forces_ev_per_a": [[0.0, 0.0, -0.1], [0.1, -0.1, 0.1], [-0.1, 0.0, 0.0], [0.2, 0.1, 0.2], [0.1, -0.1, -0.1], [-0.1, 0.1, -0.2], [-0.1, -0.1, 0.0], [-0.1, 0.0, 0.2], [0.0, 0.1, 0.3], [-0.2, 0.1, 0.0], [0.0, 0.0, -0.1], [-0.3, 0.2, 0.2], [0.2, -0.1, 0.1], [0.3, 0.0, 0.0], [0.2, 0.0, -0.4], [0.2, 0.2, 0.5], [0.1, -0.1, 0.0], [0.1, 0.0, -0.4], [-0.2, -0.2, 0.1], [0.2, 0.1, 0.1], [0.1, -0.2, 0.1], [-0.1, 0.0, 0.1], [0.0, 0.0, -0.1], [0.0, 0.0, 0.0], [-0.4, 0.1, 0.0], [-0.1, -0.2, 0.0], [0.1, 0.0, 0.0], [0.0, -0.1, 0.4], [0.0, -0.1, 0.1], [-0.4, -0.5, 0.1], [0.0, 0.2, -0.1], [-0.1, 0.1, 0.3], [0.2, -0.2, -0.4], [-0.1, 0.0, 0.0], [0.1, -0.1, -0.1], [-0.3, 0.4, 0.3], [0.1, 0.0, 0.0], [0.0, 0.3, -0.2], [0.0, 0.0, -0.1], [0.1, -0.1, 0.1], [0.1, 0.0, -0.1], [0.0, -0.1, 0.1], [0.1, 0.0, -0.2], [0.1, 0.1, -0.2], [0.0, 0.0, 0.0], [0.1, 0.2, -0.3], [-0.1, 0.1, -0.1], [-0.1, 0.1, -0.1]],
  "total_energy_ha": -1579.9551,
  "max_force_ev_per_a": 0.7
}



(4)
{
  "formula": "C32H74ClFN4O10S7",
  "method": "the ωB97M-V functional and the def2-TZVPD basis",
  "species": ["H", "C", "H", "H", "O", "C", "H", "H", "C", "H", "C", "H", "H", "C", "H", "H", "H", "H", "H", "C", "H", "S", "H", "H", "H", "C", "C", "C", "O", "N", "C", "S", "S", "C", "N", "N", "H", "H", "C", "O", "H", "S", "S", "H", "C", "H", "H", "H", "H", "F", "O", "C", "H", "H", "H", "H", "H", "H", "H", "O", "O", "C", "H", "C", "H", "H", "H", "H", "H", "H", "H", "H", "O", "C", "O", "C", "H", "H", "H", "H", "H", "S", "H", "H", "H", "O", "H", "C", "H", "H", "H", "H", "C", "H", "H", "C", "H", "C", "Cl", "C", "C", "C", "H", "H", "O", "C", "C", "C", "C", "H", "H", "C", "H", "H", "C", "H", "H", "H", "H", "S", "N", "H", "H", "H", "H", "C", "H", "H", "H"],
  "xyz": [[-4.02910, -0.60926, 3.75655], [-2.22817, -4.26577, 5.96550], [5.13547, -1.37044, 0.75944], [-4.00450, 2.83726, -1.17724], [6.69048, -3.33385, 2.28966], [1.61092, -0.06663, -0.03228], [8.80477, 2.48210, 3.08252], [-3.89029, -7.61532, -6.66273], [-5.08743, -6.49037, -4.41734], [2.16155, 4.83374, -0.20738], [-0.12921, 2.32194, 3.28365], [5.99163, 3.69520, 3.67482], [-7.52803, -1.78130, -5.49682], [0.75694, 5.26669, 1.86848], [1.26195, 0.80310, 2.64057], [-0.50811, 1.50611, 3.90202], [8.09788, -1.05515, 3.13667], [-0.99196, 2.75396, -0.85105], [7.49058, -1.81307, 4.63371], [0.09034, 4.25757, 0.95816], [-1.81521, -3.59832, 6.71880], [5.99093, -2.14381, 2.83533], [-3.40981, -4.81690, 3.48953], [5.39850, 6.65374, -0.12062], [6.28501, 1.93756, 3.46244], [-3.88619, 1.08638, 2.67506], [8.56160, 3.42446, 2.59109], [4.81579, 8.54795, -2.12173], [2.93150, 6.83493, -1.43593], [-4.06087, 0.59203, 1.38280], [-5.09107, -0.99177, -6.60939], [-5.18512, -2.24310, -5.32904], [7.07636, 3.21449, 1.60318], [-4.19495, -4.84681, 4.24463], [-3.20648, 2.14757, 2.86313], [-4.51570, 0.28312, 3.65556], [6.43640, 6.24196, -1.52234], [-2.97441, 2.92434, 0.24813], [-1.60385, -1.64858, 1.58217], [-1.93965, -1.38162, -4.21037], [-5.15202, -4.58319, 3.79956], [-1.14402, -2.64285, -4.25615], [4.21913, 6.85487, -2.18587], [-3.29757, -9.19605, -6.07954], [-4.58740, 1.50566, 0.35487], [0.92948, -1.59152, -4.65166], [9.36524, 3.70371, 1.91306], [-4.64612, -0.22954, 1.45226], [2.55628, 3.32184, -0.98444], [2.19931, 2.55789, 2.73138], [-2.51670, -7.04229, -4.28236], [-1.94773, -3.68900, -5.46643], [8.39724, 4.21513, 3.32270], [-5.27503, 2.22787, 0.81188], [0.01498, -0.58648, 2.42950], [-0.02636, 5.76922, 2.43466], [2.41057, -1.11444, 2.28243], [-2.34166, -5.26658, 6.38172], [6.80768, -0.80950, 1.03448], [-5.37789, -3.54906, -6.02573], [6.70605, 4.56641, 1.10528], [-1.04793, 1.66924, -0.88891], [-1.58710, -4.27913, 5.08448], [-6.79014, -1.74134, -4.69553], [0.71988, -3.01996, 0.75176], [1.28472, 6.01690, 1.27468], [-4.46323, 0.74763, 4.55519], [-0.44644, 1.35490, -1.74702], [0.01693, -1.82158, -6.17114], [-5.04319, -8.83867, -6.03243], [-2.27787, -0.89413, 1.17404], [5.81792, 8.59323, -2.54808], [-1.08915, 4.30604, 0.74317], [5.44170, 6.15241, -1.08629], [2.39956, -0.79053, -0.54562], [1.02839, 1.84376, 2.41626], [-6.06528, -6.95219, -4.55590], [-4.26022, -5.83361, 4.70252], [-4.85175, -5.83021, -5.25260], [-2.69291, 1.22964, -2.17804], [-4.16318, -1.15569, -7.15286], [-3.84126, -3.62518, 5.51016], [2.49194, -2.71829, 3.00155], [4.81790, 8.88534, -1.08546], [-7.05974, -2.43830, -3.90462], [1.93852, 1.19386, 0.32060], [6.79134, -0.26843, 4.09092], [7.22159, -1.21576, 3.76509], [4.96794, 2.74101, 2.56654], [5.43151, -0.02437, 1.88161], [-5.07044, -0.00674, -6.14437], [-5.07984, -5.91852, -3.49104], [-3.49653, 2.23235, -0.41681], [-2.90972, -3.99026, -5.05940], [5.20104, 5.10093, -0.95495], [2.23912, 3.76311, -0.03823], [2.92282, -2.46367, 1.30274], [0.82311, 1.91317, 0.89008], [-0.46842, -1.25143, -1.14388], [-4.04288, -8.41586, -5.93935], [0.31945, -2.28225, -5.23069], [5.82985, -0.96246, 1.49208], [4.13479, 9.15703, -2.71228], [-1.21761, 1.11339, 1.17826], [-3.59132, -2.34374, 4.79321], [2.22617, -2.17827, 2.09026], [0.76870, -2.44111, 1.67892], [-0.44199, 1.10850, 0.40490], [-2.51228, 1.26615, -1.09978], [-5.94548, -1.09651, -7.27783], [-1.73887, -2.59294, 1.05020], [5.97110, 2.86040, 2.97464], [0.22975, 3.11262, 3.94625], [-1.89605, -1.80582, 2.62643], [-0.13290, -1.20654, 1.53935], [-3.17250, 2.38415, 3.85201], [3.01718, 3.58315, 0.70938], [-5.16951, 0.88648, -0.33592], [-2.09452, -3.10809, -6.37844], [-3.82372, -7.75465, -4.28259], [0.90687, 3.25404, 0.32190], [0.30208, -3.06495, 2.44924], [-6.71097, -0.73401, -4.28744], [1.47860, 4.79985, 2.53902], [-1.35002, -4.57776, -5.66738], [0.13308, -0.33730, 0.28239], [-0.96827, 2.72137, 2.71099], [-2.69498, 0.25262, -0.73450], [0.87163, -3.20542, -5.40637]],
  "atomic_forces_ev_per_a": [[-0.4, -0.1, 0.0], [0.0, 0.0, 0.0], [0.0, 0.0, 0.0], [0.1, 0.1, 0.1], [0.0, 0.0, 0.0], [-0.4, 0.3, 0.2], [0.0, 0.0, 0.0], [0.0, 0.0, 0.0], [0.0, 0.1, -0.1], [0.0, 0.0, -0.1], [0.1, 0.3, 0.0], [0.0, 0.0, 0.0], [0.0, 0.0, 0.0], [0.0, 0.2, -0.1], [0.1, 0.1, 0.1], [0.0, 0.0, -0.1], [0.0, 0.0, 0.0], [0.0, -0.1, 0.0], [0.0, 0.0, 0.0], [0.4, -0.1, -0.3], [0.0, 0.0, 0.0], [-0.1, 0.0, 0.0], [0.0, 0.0, 0.0], [0.0, 0.0, 0.0], [0.0, 0.0, 0.0], [0.3, -0.1, -0.3], [0.0, 0.0, 0.0], [0.0, 0.0, 0.0], [-0.1, 0.0, 0.0], [-0.6, -0.3, 0.4], [0.0, 0.0, 0.0], [0.1, 0.1, 0.1], [0.0, 0.0, 0.0], [0.0, 0.0, 0.0], [-0.5, 0.2, 0.0], [0.4, 0.2, 0.1], [0.0, 0.0, 0.0], [-0.1, -0.1, 0.0], [0.0, 0.1, 0.3], [0.0, 0.0, -0.1], [0.0, 0.0, 0.0], [-0.1, 0.0, 0.1], [0.0, 0.0, 0.0], [0.0, 0.0, 0.0], [0.2, 0.1, -0.1], [0.0, 0.0, 0.0], [0.0, 0.0, 0.0], [0.0, 0.0, -0.1], [-0.1, -0.1, 0.1], [0.0, 0.0, 0.0], [0.0, 0.0, 0.0], [0.0, -0.1, -0.1], [0.0, 0.0, 0.0], [0.1, 0.0, 0.0], [0.1, 0.1, -0.2], [0.0, -0.1, 0.0], [0.0, -0.1, 0.1], [0.0, 0.0, 0.0], [0.0, 0.0, 0.0], [-0.1, -0.1, 0.0], [0.0, 0.0, 0.0], [0.1, -0.1, -0.2], [0.0, 0.0, 0.0], [-0.1, 0.0, 0.0], [0.0, 0.1, 0.0], [0.0, 0.0, 0.1], [0.0, -0.1, 0.0], [0.0, 0.0, 0.1], [0.0, 0.0, 0.0], [0.0, 0.0, 0.0], [0.1, -0.1, 0.0], [0.0, 0.0, 0.0], [-0.5, -0.1, 0.2], [0.1, 0.0, 0.0], [0.4, -0.4, -0.2], [-0.1, -0.1, -0.1], [0.0, 0.0, 0.0], [0.0, 0.0, 0.0], [0.0, 0.0, 0.0], [-0.1, 0.0, 0.1], [0.0, 0.0, 0.0], [0.0, 0.0, 0.0], [0.0, 0.0, -0.1], [0.0, 0.0, 0.0], [0.0, 0.0, 0.0], [-0.1, 0.1, 0.1], [0.0, 0.0, 0.0], [0.0, 0.1, 0.0], [0.0, 0.0, 0.0], [0.0, 0.0, 0.0], [0.0, 0.0, 0.0], [0.0, 0.0, 0.0], [-0.1, 0.0, -0.1], [0.0, 0.0, 0.0], [0.0, 0.0, 0.0], [0.2, -0.1, -0.1], [0.0, 0.0, 0.1], [-0.2, -0.3, -0.6], [0.0, 0.0, 0.0], [0.0, 0.0, 0.0], [0.1, 0.0, 0.0], [0.0, 0.1, 0.0], [0.0, 0.0, 0.0], [0.1, 0.1, 0.0], [0.1, 0.1, 0.0], [0.1, 0.1, 0.0], [0.0, 0.0, 0.1], [-0.1, -0.1, 0.3], [0.0, 0.0, 0.0], [0.0, 0.0, 0.0], [0.0, 0.1, -0.1], [0.0, 0.0, 0.0], [0.0, -0.1, 0.0], [0.0, -0.1, -0.1], [-0.1, -0.2, 0.0], [0.0, 0.0, 0.0], [-0.1, 0.0, 0.0], [0.1, 0.0, 0.1], [0.0, 0.0, 0.0], [0.0, 0.0, 0.0], [0.3, 0.7, 0.8], [0.0, 0.0, -0.1], [0.0, 0.0, 0.0], [0.0, 0.0, -0.1], [0.0, 0.0, 0.1], [0.0, 0.2, -0.2], [0.1, -0.1, 0.1], [0.1, 0.0, -0.1], [0.0, 0.0, 0.0]],
  "total_energy_ha": -5582.2904,
  "max_force_ev_per_a": 1.1
}



(5)
{
  "formula": "C2H3N3",
  "method": "the ωB97M-V functional and the def2-TZVPD basis",
  "species": ["H", "H", "N", "N", "C", "C", "H", "N"],
  "xyz": [[-1.95443, 0.83634, -0.40163], [-1.99576, -0.70362, 0.58945], [0.62707, -0.09151, 1.12553], [3.46107, 0.47115, -0.53214], [2.75511, 0.38842, 0.37570], [-1.36354, -0.13633, -0.21581], [-1.48970, -0.72600, -1.11251], [-0.03982, -0.03845, 0.17142]],
  "atomic_forces_ev_per_a": [[1.7, -1.1, 0.4], [1.2, 1.0, -1.2], [-1.2, 0.4, -3.4], [0.5, 0.1, -0.5], [-1.5, -0.4, 0.8], [-5.0, -0.7, 0.9], [0.5, 0.0, -0.3], [3.8, 0.7, 3.2]],
  "total_energy_ha": -242.0907,
  "max_force_ev_per_a": 5.1
}



(6)
{
  "formula": "C4H4FNO",
  "method": "the ωB97M-V functional and the def2-TZVPD basis",
  "species": ["C", "H", "H", "F", "N", "C", "O", "C", "H", "H", "C"],
  "xyz": [[-2.36861, -1.59717, -0.37337], [-3.27576, -2.05790, -0.83653], [2.30793, 0.93816, 0.45126], [-0.27723, 0.82965, -1.40008], [0.48265, 0.20262, -0.34983], [0.03412, -0.82219, 0.44757], [0.57176, -1.21867, 1.46149], [1.32098, 1.25591, 0.19091], [0.85919, 1.62973, 1.01844], [1.54147, 2.21285, -0.47093], [-1.19651, -1.37299, -0.13894]],
  "atomic_forces_ev_per_a": [[0.4, -1.2, -1.1], [1.2, 1.0, 1.0], [0.4, -0.8, 0.2], [0.0, -1.6, 1.4], [1.8, 2.1, -1.0], [-1.6, -0.4, -0.9], [0.0, 0.8, -0.9], [1.5, 1.6, -2.5], [-1.1, 1.1, 2.6], [-1.0, -2.5, 0.6], [-1.6, -0.1, 0.6]],
  "total_energy_ha": -384.5042,
  "max_force_ev_per_a": 3.3
}